# 1
{"formula": "C17H31N3P2Pd", "method": "ωB97M-V with the def2-TZVPD basis set", "s_squared": 6.0535, "relative_energy_kj_mol": 0.0, "orbital_gap_ev": [7.63, 4.88], "multiplicity": 5, "charge": 2, "symbols": ["P", "P", "C", "C", "H", "H", "H", "H", "C", "H", "H", "H", "C", "H", "H", "H", "C", "H", "H", "H", "C", "H", "H", "H", "Pd", "C", "C", "C", "C", "C", "C", "C", "C", "C", "H", "H", "H", "H", "H", "H", "H", "H", "H", "H", "H", "H", "H", "H", "H", "N", "C", "N", "C", "N"], "coordinates": [[-0.3755, -1.8487, -0.9913], [1.1463, 1.1802, -2.0225], [-0.4755, -1.1019, -2.6492], [0.6988, -0.2108, -3.1354], [-1.4397, -0.5734, -2.6701], [-0.5942, -1.9938, -3.2849], [1.6110, -0.7757, -3.3748], [0.4138, 0.3098, -4.0553], [-0.1451, 2.4394, -2.4865], [-0.5222, 3.0383, -1.6356], [-1.0032, 1.9124, -2.9409], [0.3090, 3.1195, -3.2367], [2.6391, 2.0906, -2.5820], [2.3787, 2.7331, -3.4356], [3.4542, 1.4081, -2.8573], [2.9839, 2.7284, -1.7571], [-1.6997, -3.0773, -0.9283], [-1.5735, -3.7383, -0.0524], [-1.6319, -3.6792, -1.8519], [-2.6767, -2.5702, -0.8743], [1.1250, -2.8489, -1.1282], [2.0239, -2.2332, -1.3470], [0.9566, -3.7009, -1.8136], [1.2911, -3.2911, -0.1361], [2.0683, -1.2484, 0.9556], [-1.4265, 2.8315, 1.8479], [-2.1922, 2.7316, 0.7470], [-2.4812, 1.4541, -0.0329], [-2.1687, 0.1085, 0.6457], [-0.8116, -0.5800, 0.3234], [0.4386, 0.2084, 0.2736], [0.4761, 1.6047, 0.7659], [-0.2531, 1.9220, 2.0694], [1.8896, -3.0456, 1.9085], [-1.6052, 3.5402, 2.6573], [-2.7400, 3.6208, 0.4017], [-2.0419, 1.5064, -1.0397], [-3.5618, 1.4086, -0.2271], [-2.2946, 0.1616, 1.7475], [-2.9515, -0.5962, 0.3326], [-0.7094, -1.3064, 1.1607], [1.3425, -0.1232, -0.4246], [0.0120, 2.1458, -0.0706], [1.5103, 1.9521, 0.8701], [-0.5374, 0.9931, 2.5655], [0.4453, 2.4396, 2.7298], [2.5373, -2.9875, 2.7912], [2.1947, -3.8666, 1.2491], [0.8280, -3.1830, 2.1575], [1.6052, -0.5994, 2.9248], [1.1104, -0.6062, 3.9982], [0.6013, -0.7967, 5.1655], [0.1403, 0.1184, 5.9895], [-0.3194, 0.8754, 6.7642]], "forces_ev_per_angstrom": [[-2.36, -0.25, -1.34], [0.00, 1.37, -1.51], [-0.16, 0.13, 0.09], [0.27, 0.05, -0.19], [0.24, 0.04, -0.16], [0.13, 0.43, -0.15], [-0.32, -0.07, 0.16], [-0.08, -0.34, -0.13], [-0.38, -0.06, 0.21], [0.30, -0.23, -0.53], [0.35, 0.31, 0.15], [-0.32, -0.44, 0.45], [0.33, -0.42, -0.25], [0.17, -0.27, 0.19], [-0.17, 0.20, 0.10], [-0.14, -0.17, -0.16], [0.03, -0.12, -0.25], [-0.06, 0.30, -0.35], [-0.22, 0.12, 0.46], [0.34, -0.28, -0.05], [0.48, 0.03, 1.23], [-0.51, -0.55, -0.32], [0.00, 0.70, -0.11], [-0.07, -0.07, -0.63], [0.50, 1.20, 0.20], [-0.39, -0.39, -0.38], [-0.46, 0.44, 0.51], [0.33, 0.17, -0.34], [-0.30, -0.45, -0.83], [1.64, -1.80, 0.98], [1.09, -0.31, 0.65], [0.59, 0.20, -0.29], [-0.21, -0.26, 0.38], [-0.10, -1.60, 0.21], [0.19, 0.54, -0.78], [-0.37, -0.61, 0.56], [-0.04, -0.23, 0.12], [0.20, 0.46, 0.14], [0.31, 0.08, -0.71], [0.12, 0.09, 0.06], [-0.07, 0.19, 0.12], [-1.21, 0.66, 0.48], [0.21, 0.58, 0.81], [-0.07, -0.07, -0.29], [0.04, -0.01, 0.20], [-0.09, -0.13, 0.08], [-0.26, -0.05, -0.20], [0.21, 0.08, 0.34], [0.32, 0.09, 0.21], [-1.11, 0.72, 2.66], [1.15, 0.17, -1.87], [-0.64, 0.65, 1.18], [0.31, -0.40, -0.71], [0.26, -0.44, -0.39]]}

# 2
{"formula": "C17H31ORh", "method": "ωB97M-V with the def2-TZVPD basis set", "relative_energy_kj_mol": 193.6, "orbital_gap_ev": [7.26, 7.21], "charge": 2, "symbols": ["Rh", "C", "C", "C", "C", "C", "C", "C", "C", "C", "C", "C", "C", "C", "C", "C", "C", "C", "H", "H", "H", "H", "H", "H", "H", "H", "H", "H", "H", "H", "H", "H", "H", "H", "H", "H", "H", "H", "H", "H", "H", "H", "H", "H", "H", "H", "H", "O", "H", "H"], "coordinates": [[0.7232, 0.1431, 0.1446], [0.9802, 1.1610, 2.5260], [2.1065, 0.5696, 1.8661], [2.4425, 1.4614, 0.7401], [1.4594, 2.5111, 0.7629], [0.6009, 2.3682, 1.8791], [-0.4385, 3.3373, 2.3332], [-1.7865, 2.5745, 2.4915], [-0.6365, 4.4883, 1.3552], [-0.0405, 3.8656, 3.7195], [3.6557, 1.6199, -0.1562], [4.2705, 0.3209, -0.6839], [4.6910, 2.4196, 0.6549], [3.2809, 2.4260, -1.4179], [2.7085, -0.7531, 2.3300], [4.1538, -0.6079, 2.8270], [1.8969, -1.3167, 3.5095], [2.6040, -1.7887, 1.1854], [0.5204, 0.7817, 3.4196], [1.4380, 3.3476, 0.0889], [-2.0926, 2.1675, 1.5301], [-2.5436, 3.2690, 2.8447], [-1.6994, 1.7698, 3.2147], [-0.8562, 4.1342, 0.3507], [0.2480, 5.1227, 1.3204], [-1.4579, 5.1236, 1.6774], [0.0402, 3.0629, 4.4456], [-0.7781, 4.5805, 4.0696], [0.9210, 4.3712, 3.6562], [4.7571, -0.2469, 0.1045], [5.0460, 0.5601, -1.4092], [3.5141, -0.2783, -1.1948], [5.0211, 1.8706, 1.5342], [4.2759, 3.3682, 0.9887], [5.5517, 2.6199, 0.0198], [2.3913, 1.9999, -1.8908], [4.0963, 2.3816, -2.1369], [3.1235, 3.4776, -1.1927], [4.2134, 0.1347, 3.6180], [4.8405, -0.3270, 2.0318], [4.4937, -1.5567, 3.2353], [1.9453, -0.6610, 4.3722], [2.3131, -2.2727, 3.8149], [0.8607, -1.4796, 3.2155], [3.4704, -1.7807, 0.5296], [1.6727, -1.6289, 0.5643], [2.5178, -2.7901, 1.6019], [-1.4853, -0.0283, -0.2325], [-1.8283, -0.1098, -1.1327], [-2.0912, -0.5145, 0.3449]], "forces_ev_per_angstrom": [[1.31, 3.49, 3.61], [-0.26, -0.59, -1.12], [0.08, -0.48, -0.96], [-0.04, -0.95, -0.52], [-0.40, -0.98, -0.11], [-0.30, 0.23, -0.46], [-1.06, -0.34, 0.09], [0.48, 0.05, -0.22], [0.37, 0.06, 0.02], [0.57, -0.02, -0.17], [0.38, 0.01, -0.50], [-0.01, -0.03, 0.40], [-0.11, -0.16, 0.07], [-0.19, 0.00, 0.31], [0.27, -0.48, 0.40], [-0.02, 0.17, -0.39], [-0.07, 0.22, -0.28], [0.24, 0.45, 0.00], [-0.17, -0.20, 0.07], [-0.07, 0.04, -0.21], [-0.16, -0.04, -0.06], [-0.05, 0.03, 0.00], [-0.06, -0.16, 0.14], [-0.09, -0.02, -0.14], [0.11, 0.08, -0.09], [-0.07, -0.07, 0.05], [-0.03, -0.10, 0.18], [-0.14, 0.03, -0.02], [0.09, 0.13, 0.15], [-0.09, -0.16, -0.11], [-0.04, 0.06, 0.00], [0.10, -0.15, -0.01], [0.10, -0.03, 0.03], [0.01, 0.17, -0.01], [0.06, 0.04, 0.01], [0.00, 0.14, -0.14], [-0.01, -0.04, 0.04], [-0.16, 0.12, -0.07], [0.04, 0.09, 0.13], [0.02, 0.04, 0.09], [-0.02, -0.09, 0.02], [-0.09, 0.12, 0.19], [0.04, -0.04, -0.06], [-0.18, -0.08, 0.15], [-0.25, 0.09, -0.12], [0.07, -0.38, -0.08], [-0.27, -0.03, -0.06], [0.19, -0.19, -0.18], [-0.15, -0.05, 0.03], [0.06, -0.02, -0.10]]}

# 3
{"formula": "C17H31OY", "method": "ωB97M-V with the def2-TZVPD basis set", "relative_energy_kj_mol": 767.5, "orbital_gap_ev": [4.98, 5.30], "charge": 2, "symbols": ["C", "H", "H", "H", "C", "H", "H", "C", "H", "H", "H", "C", "C", "C", "C", "C", "C", "C", "C", "C", "C", "Y", "H", "H", "H", "H", "H", "H", "H", "H", "H", "H", "H", "H", "H", "H", "H", "C", "C", "C", "O", "C", "H", "H", "H", "H", "H", "H", "H", "H"], "coordinates": [[0.6255, 2.0160, -0.2239], [1.0975, 2.3714, 0.6956], [1.4054, 1.9585, -0.9944], [1.1529, 0.0488, 1.0718], [-0.4985, 2.9563, -0.6477], [-1.2080, 2.4320, -1.2997], [-1.0695, 3.2680, 0.2354], [0.0300, 4.2023, -1.3781], [-0.7912, 4.8467, -1.7139], [0.6785, 4.7942, -0.7219], [0.6189, 3.9179, -2.2583], [-0.8202, -1.9767, -0.8141], [-1.2304, -0.9221, -1.7244], [-0.0538, -0.3338, -2.2676], [1.0929, -0.9760, -1.6675], [0.6040, -2.0260, -0.7995], [1.4506, -3.0338, -0.0817], [2.5219, -0.7279, -2.0472], [0.0134, 0.7200, -3.3282], [-2.6459, -0.6050, -2.1045], [-1.7480, -2.9188, -0.1065], [0.0000, 0.0000, 0.0000], [3.2006, -1.0053, -1.2367], [2.7993, -1.3117, -2.9354], [2.6920, 0.3278, -2.2792], [2.4685, -2.6644, 0.0645], [1.0363, -3.2754, 0.9004], [1.5105, -3.9656, -0.6602], [-2.7137, -2.4493, 0.0999], [-1.9367, -3.8090, -0.7217], [-1.3256, -3.2533, 0.8443], [-2.7266, 0.3928, -2.5434], [-3.0231, -1.3275, -2.8409], [-3.3090, -0.6427, -1.2360], [0.8525, 1.4035, -3.1655], [0.1534, 0.2564, -4.3134], [-0.9043, 1.3116, -3.3655], [-0.3712, 0.7966, 3.6773], [-0.5605, -0.6162, 4.1145], [-0.6025, -1.2891, 2.7545], [-1.2915, -0.4115, 1.8679], [-1.3847, 0.8260, 2.5493], [-0.5356, 1.5618, 4.4652], [0.6547, 0.9145, 3.2599], [-1.5615, -0.7065, 4.5978], [0.2120, -1.0147, 4.8059], [0.4323, -1.4447, 2.3938], [-1.0972, -2.2769, 2.8420], [-2.4169, 0.9099, 2.9583], [-1.2110, 1.6876, 1.8817]], "forces_ev_per_angstrom": [[1.78, 4.67, 0.24], [0.07, -0.12, -0.05], [0.05, -0.61, -0.01], [5.31, 0.19, 4.11], [-0.83, -0.69, 0.38], [-0.16, 0.15, -0.17], [0.08, -0.06, -0.16], [0.54, 0.06, -0.15], [0.05, -0.28, 0.15], [-0.15, -0.17, -0.10], [-0.11, 0.09, 0.11], [-1.32, -1.51, -1.51], [0.05, -1.06, -1.76], [-1.03, -1.25, -1.91], [0.82, -3.18, -1.46], [1.85, -0.84, -2.10], [-0.01, 0.29, 0.20], [-0.04, 0.24, 0.32], [-0.05, 0.17, 0.32], [0.01, 0.21, 0.24], [0.11, 0.40, 0.11], [-6.82, 3.93, 3.14], [-0.04, -0.01, -0.14], [-0.13, 0.06, 0.15], [0.04, -0.15, -0.05], [-0.12, -0.08, -0.05], [0.03, -0.10, -0.11], [-0.08, 0.18, 0.05], [0.10, -0.07, -0.09], [0.11, 0.14, 0.01], [0.00, -0.09, -0.20], [-0.02, -0.15, 0.00], [0.14, 0.11, 0.16], [-0.02, -0.03, -0.10], [-0.07, -0.14, -0.13], [0.00, -0.02, 0.16], [0.10, -0.12, -0.10], [0.66, 1.03, 0.06], [-0.41, -0.64, 0.84], [0.72, -2.56, 1.31], [0.10, -0.43, -0.67], [-1.20, 2.37, 1.09], [-0.01, -0.46, -0.64], [-0.52, 0.13, 0.31], [0.71, -0.13, -0.17], [-0.49, 0.17, -0.62], [-0.29, 0.01, 0.02], [0.04, 0.61, -0.46], [0.61, 0.10, -0.36], [-0.17, -0.35, -0.18]]}

# 4
{"formula": "C17H32ClN5O3S", "method": "ωB97M-V with the def2-TZVPD basis set", "relative_energy_kj_mol": 1324.6, "orbital_gap_ev": 6.83, "symbols": ["N", "C", "N", "N", "C", "C", "C", "C", "C", "C", "C", "C", "C", "C", "Cl", "C", "C", "N", "S", "N", "C", "H", "H", "H", "H", "H", "H", "H", "H", "H", "H", "H", "H", "H", "H", "H", "H", "H", "H", "H", "H", "C", "O", "H", "H", "H", "H", "C", "O", "H", "H", "H", "H", "C", "O", "H", "H", "H", "H"], "coordinates": [[4.0397, -3.3434, -0.1595], [4.0097, -2.0581, 0.3783], [3.3953, -1.9364, 1.7805], [4.5572, -0.8305, -0.3803], [3.4442, -0.4713, -1.3399], [2.3021, 0.5407, -0.6548], [2.6849, 2.1091, -0.9412], [1.3235, 3.0727, -1.0285], [0.1830, 2.4877, 0.0078], [-1.2894, 2.0590, -0.6251], [-2.4863, 1.4142, 0.3310], [-3.8876, 0.9830, -0.4312], [-4.5799, -0.2960, 0.3845], [-5.3619, -1.2932, -0.6950], [-4.8684, -3.0754, -0.5587], [-2.2975, 1.2020, 1.9765], [-0.8077, 1.6453, 2.5705], [-0.3991, 1.5003, 4.0208], [1.2718, 2.0893, 3.9980], [1.7077, 2.5635, 2.3511], [0.3855, 2.2517, 1.6230], [3.6074, -4.0210, 0.5209], [3.6025, -2.7805, 2.3582], [2.3511, -1.9260, 1.6526], [5.3171, -1.2318, -0.9792], [2.8511, -1.4720, -1.5936], [3.7880, 0.0534, -2.3276], [1.2725, 0.1965, -1.1515], [2.2604, 0.3804, 0.5226], [3.3862, 2.6013, -0.1319], [3.2252, 2.1565, -1.9858], [0.8839, 3.0427, -2.1250], [1.5726, 4.2086, -0.8041], [-1.4477, 2.2358, -1.7945], [-4.6220, 1.8860, -0.5808], [-3.5597, 0.5368, -1.4853], [-5.3734, 0.0652, 1.1945], [-3.7397, -0.9436, 0.9143], [-5.1819, -0.9415, -1.8037], [-6.5136, -1.2344, -0.4786], [-3.1613, 0.7714, 2.6401], [1.5281, 0.4803, -4.3156], [1.0594, -0.6593, -3.6183], [1.8467, 1.2337, -3.5915], [2.3769, 0.2004, -4.9443], [0.7231, 0.8879, -4.9320], [0.7840, -1.3099, -4.2864], [-5.2684, -5.4248, -4.0555], [-5.1493, -4.0835, -3.6180], [-5.4763, -5.4314, -5.1280], [-4.3325, -5.9558, -3.8647], [-6.0903, -5.9106, -3.5241], [-4.9650, -4.1095, -2.6636], [2.9056, 2.5785, 7.4617], [4.2496, 2.8386, 7.1004], [2.8446, 2.4679, 8.5469], [2.2746, 3.4131, 7.1466], [2.5713, 1.6544, 6.9840], [4.2725, 2.9319, 6.1328]], "forces_ev_per_angstrom": [[0.23, 5.26, 2.04], [-0.16, -4.97, -0.37], [-0.20, 0.35, -1.78], [-1.32, -2.73, 0.17], [-2.63, 0.12, -0.09], [0.70, -0.43, -0.05], [-0.58, 0.48, -0.29], [-0.26, -0.55, 0.46], [-4.07, -1.26, 0.03], [2.44, 0.20, 3.88], [1.98, 0.69, 2.51], [1.15, -1.17, 0.51], [-0.11, -0.44, -0.36], [-0.90, 1.71, 0.01], [-0.25, 1.45, 0.18], [2.56, 1.71, -4.32], [0.38, -0.14, 0.54], [2.02, 1.96, -6.28], [-1.96, -0.19, -2.62], [-7.03, -2.51, 0.63], [0.57, 0.13, 0.10], [0.51, 1.15, -0.69], [-0.03, 0.85, -1.08], [1.40, 0.18, 0.18], [-0.84, 0.24, 0.81], [1.32, 2.25, 0.04], [-0.20, -1.18, 1.96], [2.20, 1.13, 1.13], [0.03, 0.18, -2.57], [-1.34, -1.39, -1.57], [-0.99, 0.09, 2.05], [0.69, -0.09, 2.35], [-0.50, -2.46, -0.24], [0.27, -0.55, 2.93], [1.52, -1.78, 0.37], [-0.70, 1.21, 2.18], [1.84, -0.76, -1.75], [-1.77, 1.55, -1.14], [-0.24, -0.93, 2.28], [2.31, -0.37, -0.53], [2.08, 0.98, -1.41], [-0.07, -0.17, -0.17], [-0.24, -0.45, -0.12], [-0.08, -0.17, -0.02], [0.06, 0.26, -0.08], [0.14, 0.23, -0.09], [0.13, 0.30, 0.48], [0.04, 0.10, 0.18], [0.09, 0.14, 0.26], [0.03, 0.07, 0.17], [-0.07, -0.25, -0.12], [0.01, -0.25, -0.14], [-0.13, 0.22, -0.50], [0.01, 0.03, -0.20], [0.27, 0.09, -0.45], [0.11, 0.03, -0.18], [-0.24, -0.10, 0.12], [-0.25, -0.02, 0.13], [0.10, -0.04, 0.57]]}